Entry 1:
The following is a DFT calculation (wB97M-V/def2-TZVPD) of 2 unconnected molecules or ions with the total composition C9H14 in a non-equilibrium geometry.

Properties
LUMO energy	0.98	eV
highest occupied orbital energy	-9.1	eV
energy relative to the best compared isomer or geometry (same formula, charge and spin)	23.5	kJ/mol
SMILES string	Cc1ccccc1.CC
Kohn-Sham gap	10.05	eV

```
! RIJCOSX wB97M-V def2-TZVPD def2/J DEFGRID3
* xyz 0 1
H -2.455 -0.525 1.194
C 0.860 -0.074 1.192
C -0.489 0.140 1.446
H -1.792 -2.667 0.057
H 2.419 0.572 2.567
H -1.873 0.986 -2.244
C -1.038 -1.967 0.386
H 0.541 -3.134 -0.353
H -1.198 2.254 -1.169
H 2.723 1.004 0.942
H 1.502 1.889 1.828
H -0.332 1.731 -4.075
C -1.434 -0.790 0.980
C 1.906 0.900 1.652
H -0.894 1.031 1.897
C 1.238 -1.260 0.567
C -0.484 2.353 -3.201
H 2.294 -1.434 0.419
C -0.982 1.557 -1.996
C 0.318 -2.198 0.137
H -0.202 0.956 -1.520
H 0.393 2.946 -2.972
H -1.244 3.080 -3.493
*
```

These are the Mulliken partial charges, in e, on atoms 1 to 6:
1. H 0.37
2. C 0.90
3. C -0.45
4. H 0.36
5. H 0.33
6. H 0.32

=====

Entry 2:
The following is a DFT calculation (wB97M-V/def2-TZVPD) of ClNO2 in the gas phase in a non-equilibrium geometry.

Properties
LUMO energy	-2.27	eV
highest occupied orbital energy	-10.7	eV
energy relative to the best compared isomer or geometry (same formula, charge and spin)	18.7	kJ/mol
SMILES string	O=NOCl
Kohn-Sham gap	8.46	eV

```
! RIJCOSX wB97M-V def2-TZVPD def2/J DEFGRID3
* xyz 0 1
N 0.202 0.333 0.031
O -0.643 -0.682 0.017
O 1.369 0.109 -0.064
Cl -2.318 0.130 -0.018
*
```

Here is what Mulliken gives for the atomic charges, in e:
1. N 0.39
2. O -0.13
3. O -0.38
4. Cl 0.12

=====

Entry 3:
The following is a DFT calculation (wB97M-V/def2-TZVPD) of a molecular structure, C14H2AsCl5N2OOsS6.

Properties
LUMO energy (alpha / beta)	4.11 / 2.65	eV
highest occupied orbital energy (alpha / beta)	-2.8 / -2.9	eV
energy relative to the best compared isomer or geometry (same formula, charge and spin)	0.0	kJ/mol
Kohn-Sham gap (alpha / beta)	6.90 / 5.57	eV
⟨S²⟩	6.030

```
! RIJCOSX wB97M-V def2-TZVPD def2/J DEFGRID3
* xyz -2 5
C 1.215 0.611 -2.240
C -1.462 0.783 1.226
H 0.864 1.162 -3.103
Cl 1.147 0.173 4.243
N 3.988 2.580 -2.956
Cl 1.135 3.678 0.141
C 0.363 -0.305 -1.623
Cl 2.581 2.416 2.605
Cl -1.644 -0.907 3.298
S -4.605 -4.958 -2.229
C 1.021 1.848 2.125
C -0.835 0.331 2.416
Cl -1.653 2.582 -0.764
C 2.494 0.846 -1.756
C 3.332 1.805 -2.416
H 2.442 -1.294 0.875
C 4.273 0.346 -0.119
C -0.838 1.883 0.585
Os -2.404 -1.635 -0.494
S -1.231 -0.570 -2.279
S -0.213 -2.145 0.337
C 0.812 -0.998 -0.484
As -4.968 -3.469 -0.823
C 2.946 0.145 -0.625
S -4.356 -1.420 -1.669
S -6.807 -3.264 0.137
S -3.287 -3.391 0.717
C 2.101 -0.764 -0.005
C 0.386 0.830 2.835
N 5.346 0.485 0.271
O -2.527 0.231 0.763
C 0.383 2.386 1.011
*
```

These are the Mulliken partial charges, in e, on atoms 1 to 6:
1. C -0.88
2. C -0.21
3. H 0.49
4. Cl -0.22
5. N -0.61
6. Cl -0.17

=====

Entry 4:
The following is a DFT calculation (wB97M-V/def2-TZVPD) of a molecular structure, C36H53N10NbOP in a non-equilibrium geometry.

Properties
LUMO energy	2.01	eV
highest occupied orbital energy	-4.6	eV
Kohn-Sham gap	6.59	eV

```
! RIJCOSX wB97M-V def2-TZVPD def2/J DEFGRID3
* xyz -1 1
C 6.600 -0.431 3.774
C 1.483 -3.417 4.456
H 0.931 -1.659 1.707
H 2.032 -3.923 5.232
H 6.765 5.418 0.940
C 5.049 4.113 1.566
H -7.669 -0.849 2.088
C -7.914 -3.841 2.936
H -9.619 -0.691 0.193
H 1.062 1.857 -4.508
H -5.904 -1.100 -1.690
H 4.688 -2.235 -4.296
H -8.069 -5.870 5.478
C -6.347 -1.016 0.362
H -2.786 -2.625 0.455
C 0.966 -2.235 2.615
C -7.946 -0.878 -1.195
H -0.089 -0.066 -3.407
H -2.700 0.602 3.124
C 6.964 3.631 -3.641
H -5.339 -1.096 0.732
C -6.943 -3.295 3.729
N -0.181 -2.578 3.267
H 4.025 -4.311 -5.899
N 6.156 2.695 -3.059
H 2.736 -0.665 -4.288
C 1.301 0.047 -1.824
H -4.638 2.927 -3.767
C 7.089 4.675 -2.766
H 4.832 7.284 0.650
H 2.666 6.183 1.260
H -8.342 -0.838 -2.194
C 4.410 -0.033 4.120
H -8.272 -3.549 1.964
H 2.880 3.786 1.941
H 1.513 -3.776 -6.804
H -3.871 -0.897 -2.005
H -2.358 2.383 -4.241
H 7.588 -0.833 3.639
P -3.737 -0.195 -3.253
H -9.161 -5.509 3.251
H 0.926 -0.764 -1.225
H -4.621 1.189 -0.883
C 1.726 -1.975 -5.594
H 6.188 4.955 -0.725
C -8.561 -0.804 0.027
Nb -3.270 2.400 -2.672
C 5.712 5.295 1.126
C 3.716 4.401 1.658
O -4.333 2.075 -1.113
H 7.046 1.608 3.444
C 5.027 1.157 3.863
H 7.660 5.571 -2.936
H -1.363 -0.906 -0.697
C -1.807 -0.760 0.271
C -6.871 -4.079 4.918
N -8.429 -4.919 3.600
C 1.377 1.438 -3.569
H -2.903 4.151 -2.303
H -5.720 -1.059 -3.797
H -1.634 1.820 -1.998
H -3.646 -1.889 2.715
C 5.411 -1.046 4.054
C -7.802 -5.073 4.807
H 0.815 -1.412 -5.698
H -6.350 -2.431 3.483
H -6.212 -3.926 5.755
H -1.230 1.230 0.924
N 0.721 0.380 -3.011
C 2.404 1.783 -2.726
C 3.422 -3.450 -5.669
H 3.000 0.887 -0.752
N -2.582 -1.728 0.856
C 2.107 -3.171 -6.142
H 5.494 3.155 1.770
N -6.609 -1.015 -0.978
H 3.059 -2.631 3.056
C 6.319 4.354 -1.609
H -0.656 -3.671 5.032
N 3.548 5.707 1.295
H 5.271 -2.105 4.194
H -2.600 -0.897 -3.774
H 3.101 2.589 -2.882
N -5.003 -0.455 -4.190
N 6.357 0.910 3.655
C -7.540 -0.887 1.020
C 2.352 0.896 -1.612
H 5.114 2.525 -1.211
C -1.757 0.312 1.116
C -2.531 -0.018 2.260
C 0.118 -3.307 4.380
H 3.360 -0.171 4.313
H 4.628 2.155 3.807
C 4.756 6.259 0.969
C 3.784 -2.412 -4.853
H -1.100 -2.316 2.950
H 7.378 3.479 -4.622
C -3.026 -1.280 2.078
C 2.022 -2.742 3.321
H 5.882 1.823 -3.475
C 5.760 3.126 -1.826
N 2.750 -1.525 -4.816
*
```

These are the Mulliken partial charges, in e, on atoms 1 to 6:
1. C -0.72
2. C -0.60
3. H 0.49
4. H 0.40
5. H 0.58
6. C -0.23

=====

Entry 5:
The following is a DFT calculation (wB97M-V/def2-TZVPD) of C5H6O in the gas phase in a non-equilibrium geometry.

Properties
LUMO energy	-0.42	eV
highest occupied orbital energy	-8.1	eV
energy relative to the best compared isomer or geometry (same formula, charge and spin)	360.2	kJ/mol
SMILES string	CC1=C=CCO1
Kohn-Sham gap	7.73	eV

```
! RIJCOSX wB97M-V def2-TZVPD def2/J DEFGRID3
* xyz 0 1
C -0.202 1.599 0.404
C -0.644 -0.077 -1.289
C -0.507 1.255 -1.010
H 0.397 2.505 0.521
C 0.020 -0.537 -0.144
H 0.432 -2.677 -0.520
H 1.355 -1.968 0.756
O 0.493 0.392 0.768
H -0.310 2.010 -1.742
H -0.325 -2.276 0.978
C 0.399 -1.921 0.254
H -1.107 1.696 1.026
*
```

These are the Mulliken partial charges, in e, on atoms 1 to 6:
1. C -0.25
2. C -0.85
3. C -0.08
4. H 0.28
5. C 0.89
6. H 0.34

=====

Entry 6:
The following is a DFT calculation (wB97M-V/def2-TZVPD) of a molecular structure, C15H6BaClN4O4S2.

Properties
LUMO energy	1.37	eV
highest occupied orbital energy	-4.5	eV
energy relative to the best compared isomer or geometry (same formula, charge and spin)	31.1	kJ/mol
Kohn-Sham gap	5.90	eV

```
! RIJCOSX wB97M-V def2-TZVPD def2/J DEFGRID3
* xyz -1 1
O 2.677 -0.664 2.944
C 0.502 0.193 0.986
H 2.662 -0.818 1.957
S 4.459 -3.272 -2.911
C 5.968 -1.136 -3.396
S 2.222 -1.369 -5.055
Cl -1.649 0.354 4.210
C -2.928 0.657 1.295
C 1.538 -0.173 3.403
H -6.650 1.257 0.538
C -5.601 1.088 0.749
C -0.865 0.265 2.706
C 1.638 -0.021 0.031
C -3.888 -0.125 1.924
N -1.533 0.438 1.536
H -2.513 2.215 -0.109
C 0.464 0.079 2.401
C 4.661 -1.686 -3.628
N -0.700 0.398 0.481
C -3.287 1.641 0.383
C -4.632 1.849 0.111
O 1.534 0.406 -1.135
N 7.029 -0.737 -3.189
H -4.921 2.611 -0.603
O 1.355 0.032 4.577
O 2.549 -0.838 0.374
N 4.668 1.267 -5.434
C 4.308 0.276 -4.972
Ba 1.918 -1.923 -2.137
H -5.983 -0.501 2.142
C 3.814 -0.964 -4.441
H -3.586 -0.903 2.609
C -5.229 0.103 1.653
*
```

These are the Mulliken partial charges, in e, on atoms 1 to 6:
1. O -0.53
2. C 0.39
3. H 0.47
4. S -0.45
5. C -0.14
6. S -0.46

=====

Entry 7:
The following is a DFT calculation (wB97M-V/def2-TZVPD) of C3H7FO in the gas phase in a non-equilibrium geometry.

Properties
LUMO energy	1.01	eV
highest occupied orbital energy	-10.4	eV
energy relative to the best compared isomer or geometry (same formula, charge and spin)	53.3	kJ/mol
SMILES string	C[C@H](O)CF
Kohn-Sham gap	11.40	eV

```
! RIJCOSX wB97M-V def2-TZVPD def2/J DEFGRID3
* xyz 0 1
H -1.378 -0.506 -1.418
F 0.560 -1.021 -1.151
H 1.340 1.198 0.188
H -0.937 -1.740 0.005
H 0.116 2.480 0.512
C -0.651 -0.777 -0.630
C -0.498 0.366 0.319
H 1.018 -0.393 1.469
H -1.557 0.719 0.661
H 0.355 1.795 -1.109
O 0.057 -0.186 1.519
C 0.407 1.598 -0.038
*
```

These are the Mulliken partial charges, in e, on atoms 1 to 6:
1. H 0.29
2. F -0.29
3. H 0.34
4. H 0.25
5. H 0.30
6. C -0.36

=====

Entry 8:
The following is a DFT calculation (wB97M-V/def2-TZVPD) of 11 unconnected molecules or ions with the total composition C57H136N13O15 in a non-equilibrium geometry.

Properties
LUMO energy (alpha / beta)	-0.52 / -5.44	eV
highest occupied orbital energy (alpha / beta)	-7.4 / -7.4	eV
Kohn-Sham gap (alpha / beta)	6.84 / 1.91	eV
⟨S²⟩	0.759

```
! RIJCOSX wB97M-V def2-TZVPD def2/J DEFGRID3
* xyz 0 2
C 7.995 1.412 4.263
H -4.407 -6.350 1.806
H -0.288 5.478 5.369
H -0.957 0.529 -0.222
H -8.056 -0.768 0.713
C -5.046 -0.324 2.292
H 1.583 -0.284 -4.919
H -0.633 -4.428 -0.481
H 3.113 3.190 -2.952
H 1.784 -6.273 -0.342
O 5.302 1.959 -3.492
H 2.857 4.497 3.223
H -9.166 0.583 -3.825
H 2.493 3.638 4.692
C -0.009 4.462 5.090
H -4.351 1.619 -6.395
N 4.155 0.186 -2.956
O 5.214 7.030 2.655
H 2.489 6.593 -0.408
H -2.311 2.686 -2.290
C -0.117 0.874 2.766
H -3.559 -0.181 -0.870
C -1.765 2.706 2.212
C 0.015 -5.232 -0.830
H 2.469 -1.275 -0.744
C 6.952 1.652 3.170
H 6.083 3.546 2.510
H -5.584 1.881 0.384
H -6.083 -0.845 4.113
O 1.504 -5.860 -4.677
C -6.676 -2.386 0.974
C -1.729 -9.367 1.631
C 3.870 1.502 1.644
H 8.465 2.522 1.862
N 5.892 0.624 3.004
H 4.530 5.845 -1.788
C -5.108 -0.299 0.724
N -1.534 -2.072 -3.370
C -6.689 -3.877 0.523
H 6.560 -0.281 0.392
H 5.041 5.371 1.027
H -2.118 -8.942 2.557
H 0.700 0.600 3.433
H -7.144 -0.213 2.796
H 0.475 4.094 5.994
H -2.559 -4.777 3.439
C -6.939 -0.944 -3.771
H 0.812 5.629 1.936
H -7.559 -0.948 -4.667
N 3.160 2.182 -2.975
H 4.354 0.543 4.106
H -1.547 -5.530 1.322
C -3.080 1.402 -4.548
H 7.049 7.307 1.719
H -7.550 -4.408 0.929
C -5.489 -0.540 -4.141
C -8.857 0.097 -2.899
H -3.461 0.951 0.458
C 2.809 5.560 -0.548
O 1.235 3.096 1.847
H -6.116 0.835 -0.901
N -2.527 -5.315 1.440
C 6.940 1.830 0.521
C -1.700 -3.210 2.345
H 2.661 5.368 4.690
H -8.819 -2.231 1.224
C -3.708 -0.080 0.205
H 0.516 -7.753 -4.639
N -1.111 -1.075 -5.209
O 2.068 4.971 -1.614
C 0.675 4.853 -1.319
C 4.458 -0.959 1.753
C -4.183 0.944 -5.556
C 0.454 -6.656 -2.759
H 3.023 1.323 2.306
O -0.328 -3.614 2.428
H 8.809 2.120 4.419
N -5.521 -1.634 0.353
C 2.863 -6.361 -4.806
H 1.615 -2.680 1.981
H 3.191 -0.112 -2.903
H -0.444 -6.405 -4.690
H 2.814 -7.296 -5.366
C -6.516 -2.322 2.531
C 6.333 3.083 3.464
C -0.581 2.341 3.110
O 1.037 -0.488 -2.857
H -0.658 -1.646 -3.103
H 4.412 4.289 -1.039
H -2.716 2.356 2.612
H 7.553 1.852 -0.380
H -4.188 -0.830 2.732
H 4.275 2.456 1.982
H 7.028 3.712 4.022
C 0.531 -2.565 2.000
H 5.302 6.592 4.705
H -1.755 3.797 6.081
O -3.137 2.795 -4.204
H 0.283 -2.309 0.969
H 0.721 1.151 -4.081
H 6.385 2.768 0.496
C -0.534 0.492 -1.226
H 0.290 -1.512 -1.293
H -2.104 1.787 4.573
H 0.380 4.426 -0.360
C -3.357 -6.521 1.565
H -7.387 -2.727 3.046
C 6.003 7.600 1.633
H 3.176 -6.591 -3.788
H -2.825 0.825 -3.659
H -0.704 -9.735 1.624
C -3.043 -7.632 0.502
C 0.577 -0.480 -1.497
N 0.606 3.155 3.038
H -8.353 -1.904 -0.500
C -6.023 0.904 0.183
H -3.004 -7.209 -0.502
H -6.624 -4.027 -0.554
N 0.703 1.760 -4.887
O -7.477 -0.003 -2.797
H 3.451 1.651 0.649
H 8.480 0.440 4.176
H -9.048 0.896 -2.182
H -1.387 0.370 -1.893
H 5.968 8.047 4.289
H -1.108 -0.879 -6.200
C 5.967 0.625 0.517
C 3.568 -4.408 -0.118
H -0.589 1.767 5.335
H -4.804 0.696 2.589
H -5.122 -1.344 -4.778
H 2.492 0.455 -1.039
H 5.297 0.712 -0.338
H -2.150 1.399 -5.117
H -0.360 -0.816 -4.585
H -0.836 0.066 2.902
C -1.133 2.281 4.542
H -2.110 4.297 4.456
N 5.353 5.699 0.124
C -2.766 -4.310 2.476
H 4.787 -0.602 -2.984
H -0.947 -5.398 -2.478
H -6.335 -1.157 -1.311
C 0.276 5.673 2.884
C 0.787 4.439 3.743
C 5.889 7.032 3.899
H -0.328 -7.353 -2.458
H -1.663 2.321 1.198
H 6.139 8.681 1.639
H -2.362 -10.230 1.428
H -5.796 -4.345 0.937
H -1.781 -2.886 1.308
H -3.807 -3.987 2.498
H -0.532 -6.086 -0.430
H -5.682 -2.942 2.860
H 0.628 6.574 3.385
H 1.684 -0.158 0.387
C -2.111 3.114 -3.272
H 6.898 6.631 3.799
H 1.226 -5.306 1.035
C 4.258 1.468 -3.232
H 5.199 -1.759 1.751
H -0.206 1.505 -1.460
H 2.507 -0.275 -6.413
H 2.294 1.793 -2.631
H 5.381 3.013 3.989
H 0.165 5.814 -1.260
H 4.459 7.541 0.292
H -0.798 5.531 2.757
H -3.719 -8.487 0.493
H 3.945 -1.000 0.792
H -7.039 0.892 0.577
H 0.298 0.867 1.758
H -2.178 -2.536 -2.745
H -1.107 2.728 -3.451
O -1.776 -8.353 0.648
H 1.649 2.231 1.897
C -1.923 -1.862 -4.593
C 0.489 -6.740 -4.237
H 2.558 4.949 0.319
H 0.437 2.734 -4.924
H -1.796 3.795 2.182
H -9.297 -0.870 -2.656
N -5.520 0.750 -4.896
H -3.276 -6.906 2.582
C -6.281 -0.833 3.041
H 3.966 -3.393 -0.126
H 3.673 -1.139 2.487
H 3.837 -4.963 -1.017
C 1.876 -0.364 -0.666
O -5.656 -1.776 -1.032
O 1.614 1.932 -6.973
H -4.886 -0.495 -3.233
H -1.888 -2.383 3.030
H 3.724 -4.944 0.818
C 5.464 7.119 0.286
H -3.935 -0.010 -6.021
H 5.927 7.504 -0.622
H -2.933 -0.660 0.704
O 2.166 -4.167 -0.319
O -2.927 -2.320 -5.123
H -5.677 1.489 -4.226
O 5.208 0.105 4.144
H 7.565 1.317 5.260
C -8.057 -1.845 0.547
H 0.194 4.173 -2.023
H 0.442 -1.655 2.593
C 1.340 -5.322 -0.049
N 1.845 0.161 -5.788
C 5.078 0.483 1.782
C 1.345 1.286 -6.022
H 8.308 0.768 1.832
N 0.045 -5.355 -2.294
H -7.036 -1.948 -3.359
H 3.601 -5.760 -5.338
C 4.288 5.354 -0.845
H -2.226 4.175 -3.054
H 1.418 -6.972 -2.363
C 7.747 1.702 1.863
C -1.372 3.771 5.061
C 2.244 4.535 4.124
*
```

These are the Mulliken partial charges, in e, on atoms 1 to 6:
1. C -1.93
2. H 0.55
3. H 0.48
4. H -0.76
5. H 0.40
6. C -1.02

=====

no.,energy (eV)
1,-9559.9382
2,-18102.3802
3,-210513.1081
4,-65973.5075
5,-7325.5509
6,-64694.2162
7,-7988.5411
8,-111382.9449